Entry 1:
86
Properties=species:S:1:pos:R:3:lowdin_charge:R:1 method="wB97M-V/def2-TZVPD" homo_lumo_gap_ev="2.91 / 3.00" relative_energy_kj_mol=37.4 total_charge=-2
Be -0.418 -1.361 -0.760 -0.0117
C -3.780 -1.893 -2.663 -0.1848
Si -2.099 -1.389 -3.399 0.3414
C -1.410 -2.945 -4.227 -0.1907
C -2.427 -0.115 -4.744 -0.1784
N -1.044 -0.843 -2.194 -0.2422
P -0.240 0.590 -1.860 0.7424
C 0.795 -0.047 -0.662 -0.3793
P 0.933 0.025 0.990 0.8215
N 0.495 -1.523 1.675 -0.1975
Si 1.254 -2.219 3.087 0.4490
C 2.663 -3.409 2.670 -0.1647
C 0.042 -3.211 4.157 -0.1843
C 1.945 -0.920 4.263 -0.1562
C 2.767 0.139 1.309 -0.2679
C 3.634 -0.666 0.569 -0.1044
C 5.006 -0.555 0.718 -0.1086
C 5.535 0.396 1.587 -0.1203
C 4.683 1.229 2.301 -0.1046
C 3.307 1.098 2.166 -0.1031
C 0.189 1.241 1.998 -0.3491
C -0.669 0.989 3.114 -0.1717
C -1.222 2.000 3.853 -0.1638
C -0.961 3.363 3.556 -0.1733
C -0.082 3.627 2.488 -0.1732
C 0.475 2.629 1.735 -0.1654
C -1.538 1.729 -1.237 -0.2453
C -1.285 3.097 -1.120 -0.0974
C -2.239 3.945 -0.582 -0.0980
C -3.459 3.439 -0.148 -0.1092
C -3.724 2.079 -0.261 -0.0990
C -2.771 1.232 -0.806 -0.0850
C 0.524 1.423 -3.175 -0.3559
C -0.133 2.356 -4.048 -0.1757
C 0.503 2.893 -5.135 -0.1793
C 1.832 2.549 -5.471 -0.1841
C 2.473 1.589 -4.649 -0.1784
C 1.857 1.044 -3.557 -0.1424
H -4.278 -2.653 -3.270 0.0099
H -3.641 -2.296 -1.658 0.0128
H -4.448 -1.033 -2.587 0.0139
H -2.126 -3.407 -4.910 0.0100
H -0.506 -2.696 -4.786 0.0201
H -1.133 -3.682 -3.469 0.0142
H -3.068 -0.545 -5.519 0.0166
H -2.932 0.763 -4.336 0.0211
H -1.501 0.234 -5.202 0.0202
H 2.372 -4.140 1.916 0.0132
H 3.529 -2.868 2.293 0.0098
H 2.965 -3.953 3.571 0.0222
H -0.188 -4.203 3.771 0.0110
H 0.518 -3.338 5.133 0.0175
H -0.896 -2.677 4.316 0.0209
H 3.001 -0.722 4.084 0.0214
H 1.407 0.024 4.199 0.0164
H 1.840 -1.302 5.283 0.0224
H 3.209 -1.361 -0.147 0.1044
H 5.665 -1.194 0.140 0.0902
H 6.610 0.496 1.692 0.0836
H 5.086 1.986 2.965 0.0903
H 2.636 1.739 2.724 0.0953
H -0.891 -0.036 3.384 0.0636
H -1.876 1.743 4.683 0.0731
H -1.415 4.163 4.126 0.0480
H 0.152 4.657 2.234 0.0810
H 1.131 2.887 0.909 0.0953
H -0.330 3.487 -1.450 0.1069
H -2.017 5.001 -0.474 0.0937
H -4.197 4.100 0.294 0.0854
H -4.669 1.674 0.087 0.0913
H -2.963 0.170 -0.878 0.0743
H -1.158 2.646 -3.850 0.0804
H -0.041 3.603 -5.754 0.0736
H 2.324 2.970 -6.339 0.0464
H 3.489 1.279 -4.881 0.0716
H 2.383 0.326 -2.938 0.0754
C -2.540 -1.406 1.617 -0.0939
O -1.628 -1.603 0.559 -0.2290
C -0.305 -2.301 0.714 -0.4261
C -0.602 -3.735 1.078 -0.0825
H -3.443 -2.003 1.441 0.0821
H -2.792 -0.345 1.683 0.0791
H -2.091 -1.704 2.569 0.0624
H -1.192 -3.853 1.993 0.0489
H 0.313 -4.319 1.190 0.0578
H -1.170 -4.179 0.260 0.0743



Entry 2:
85
Properties=species:S:1:pos:R:3:mulliken_spin:R:1 method="wB97M-V/def2-TZVPD" homo_lumo_gap_ev="7.73 / 6.13" total_charge=+2 spin_multiplicity=5
Pd 1.684 -0.983 -0.189 0.0539
C -0.604 6.481 0.214 0.0069
C -1.169 5.152 -0.177 0.0215
C -2.145 4.685 0.933 0.0254
C -1.844 5.364 -1.499 0.0146
C -0.049 4.029 -0.233 0.0957
C -0.414 2.666 -0.377 0.0725
C 0.393 1.509 -0.188 0.1878
N 0.129 0.151 -0.281 0.4221
C -1.017 -0.655 -0.290 0.0986
C -2.274 -0.190 -0.014 0.1013
C -3.504 -1.114 -0.071 0.1119
C -3.225 -2.438 -0.304 0.1245
C -1.964 -3.045 -0.306 0.1120
C -0.828 -2.091 -0.418 0.1906
O 0.393 -2.489 -0.653 0.2258
C -1.701 -4.540 -0.379 0.0178
C -0.629 -4.774 0.655 0.0287
C -2.956 -5.319 -0.036 0.0040
C -1.294 -4.928 -1.808 0.0259
C -4.944 -0.557 0.154 0.0197
C -4.873 0.474 1.279 0.0293
C -6.092 -1.609 0.340 0.0066
C -5.148 0.223 -1.136 0.0333
C 1.808 1.810 0.125 0.2214
O 2.593 0.797 0.278 0.2632
C 2.341 3.211 0.125 0.0637
C 1.318 4.284 0.002 0.1630
C 3.705 3.569 0.277 0.0765
C 4.509 2.540 1.195 0.0042
C 3.992 5.000 0.839 0.0248
C 4.171 3.448 -1.169 0.0694
H -1.342 7.306 0.381 -0.0004
H 0.114 6.749 -0.552 0.0007
H 0.023 6.330 1.128 -0.0014
H -2.750 5.590 1.164 0.0029
H -1.584 4.413 1.836 -0.0007
H -2.777 3.846 0.785 -0.0023
H -2.660 6.060 -1.272 0.0020
H -2.261 4.433 -1.907 0.0000
H -1.156 5.786 -2.197 0.0014
H -1.377 2.650 -0.831 0.0331
H -2.460 0.827 0.185 0.0590
H -4.051 -3.169 -0.291 0.0044
H -1.069 -4.495 1.668 -0.0038
H 0.330 -4.323 0.702 -0.0051
H -0.520 -5.923 0.636 0.0011
H -3.454 -4.975 0.944 -0.0001
H -2.758 -6.388 -0.030 0.0001
H -3.653 -5.306 -0.893 0.0001
H -0.394 -4.348 -2.136 0.0002
H -2.086 -4.830 -2.502 -0.0035
H -1.026 -5.993 -1.773 0.0019
H -4.151 0.313 2.105 -0.0034
H -5.834 0.640 1.829 0.0032
H -4.523 1.403 0.847 -0.0039
H -6.022 -2.321 1.131 -0.0012
H -6.463 -2.134 -0.511 -0.0006
H -6.954 -1.032 0.665 0.0000
H -4.326 0.920 -1.376 -0.0087
H -6.026 0.852 -1.005 0.0049
H -5.205 -0.420 -2.027 -0.0015
H 1.778 5.263 -0.007 0.0109
H 3.948 2.150 2.066 0.0016
H 5.439 2.909 1.563 -0.0006
H 4.727 1.628 0.668 0.0008
H 3.737 4.945 1.850 -0.0053
H 3.479 5.850 0.424 0.0014
H 5.056 5.178 0.609 0.0003
H 4.200 2.463 -1.600 -0.0068
H 5.188 3.875 -1.199 0.0114
H 3.558 4.112 -1.754 -0.0035
O 3.238 -2.231 -0.152 0.0053
C 3.155 -3.103 0.710 0.0158
O 2.252 -3.275 1.458 0.0254
C 4.205 -4.299 0.276 0.0226
C 5.219 -4.159 -0.571 0.0739
C 6.314 -4.925 -0.417 -0.0302
C 6.230 -6.094 0.303 0.0810
C 5.202 -6.345 1.108 -0.0058
N 4.315 -5.418 0.975 0.7665
H 5.495 -3.226 -0.877 0.0069
H 7.243 -4.648 -1.021 0.0037
H 7.165 -6.576 0.433 0.0110
H 4.912 -7.196 1.561 0.0189



Entry 3:
91
Properties=species:S:1:pos:R:3:lowdin_charge:R:1 method="wB97M-V/def2-TZVPD" homo_lumo_gap_ev=6.69 relative_energy_kj_mol=274.4
Ga -0.927 0.443 1.600 0.6886
C 2.092 2.369 2.976 -0.1048
N 0.831 1.741 3.337 -0.3012
C 1.057 0.814 4.439 -0.0892
C -0.154 2.774 3.669 -0.1930
C -1.479 2.167 4.058 -0.2858
C -2.159 2.626 5.178 -0.0540
C -3.343 2.013 5.572 -0.0949
C -3.823 0.926 4.857 -0.1050
C -3.135 0.483 3.731 -0.1711
C -1.958 1.094 3.296 -0.3313
H 2.525 2.912 3.831 0.0923
H 1.946 3.069 2.154 0.0744
H 2.809 1.611 2.660 0.0779
H 1.459 1.328 5.326 0.0946
H 1.780 0.060 4.124 0.0873
H 0.134 0.314 4.721 0.0807
H -0.258 3.398 2.773 0.1240
H 0.215 3.436 4.471 0.1222
H -1.763 3.454 5.757 0.1046
H -3.877 2.373 6.443 0.0962
H -4.728 0.423 5.177 0.0958
H -3.538 -0.362 3.177 0.0463
N -0.601 -0.969 -1.542 0.0537
C 0.134 -0.960 -2.706 -0.3132
C 0.505 -2.082 -3.474 -0.0625
C 1.281 -1.943 -4.614 -0.1316
C 1.741 -0.702 -5.031 -0.1499
C 1.387 0.416 -4.275 -0.1273
C 0.593 0.298 -3.153 -0.0539
H 0.169 -3.069 -3.177 0.1022
H 1.527 -2.829 -5.189 0.0983
H 2.345 -0.603 -5.923 0.0914
H 1.714 1.403 -4.584 0.0968
H 0.302 1.172 -2.587 0.0871
C 2.731 -0.190 0.398 -0.0085
C 2.511 1.185 -0.130 -0.3641
N 1.345 1.778 -0.084 0.0606
C 1.504 3.003 -0.677 -0.1565
C 2.788 3.154 -1.095 -0.0721
N 3.434 1.984 -0.750 -0.0065
C 4.866 1.830 -0.950 -0.0735
N 5.336 0.493 -0.774 -0.0788
N 6.072 0.186 0.320 0.0503
N 6.410 -1.043 0.275 0.0752
C 5.888 -1.596 -0.878 -0.2371
C 5.973 -2.902 -1.377 -0.0148
C 5.327 -3.155 -2.560 -0.0769
C 4.600 -2.144 -3.236 -0.0646
C 4.509 -0.860 -2.760 0.0031
C 5.190 -0.610 -1.563 -0.1936
H 1.835 -0.444 0.963 0.0206
H 3.603 -0.266 1.048 0.0712
H 2.832 -0.916 -0.411 0.0807
H 0.685 3.696 -0.782 0.0992
H 3.300 3.949 -1.610 0.1122
H 5.425 2.443 -0.243 0.1384
H 5.092 2.156 -1.967 0.1422
H 6.518 -3.667 -0.841 0.1121
H 5.358 -4.148 -2.988 0.1014
H 4.082 -2.397 -4.150 0.0939
H 3.911 -0.113 -3.267 0.1002
C -6.871 0.705 -0.079 -0.2686
As -4.951 0.816 0.002 0.6222
C -4.450 1.550 -1.706 -0.2610
C -4.615 2.245 1.248 -0.2420
S -4.032 -1.018 0.357 0.1017
H -7.299 1.671 -0.344 0.0358
H -7.238 0.390 0.897 0.0345
H -7.138 -0.045 -0.820 0.0331
H -4.971 2.489 -1.889 0.0345
H -4.702 0.821 -2.474 0.0288
H -3.372 1.707 -1.705 0.0360
H -4.902 3.179 0.765 0.0382
H -3.564 2.252 1.526 0.0093
H -5.202 2.089 2.151 0.0393
C -1.962 -4.719 1.082 -0.0156
C -1.936 -3.842 -0.119 -0.3137
C -2.691 -3.835 -1.269 0.0051
C -2.274 -2.724 -2.028 -0.2919
N -1.284 -2.134 -1.369 -0.1466
N -1.055 -2.824 -0.230 0.1459
C -2.790 -2.135 -3.287 -0.0045
H -2.679 -5.525 0.934 0.0828
H -2.262 -4.159 1.969 0.0850
H -0.986 -5.164 1.274 0.0834
H -3.487 -4.515 -1.516 0.1156
H -0.475 -2.349 0.450 0.1107
H -2.136 -2.367 -4.131 0.0804
H -2.816 -1.050 -3.180 0.0780
H -3.791 -2.512 -3.489 0.0835



What E values result from the calculations? In sequence: -75735.710; -50599.601; -173445.791 eV.